# 1
The following is a DFT calculation (ωB97M-V/def2-TZVPD) of C5H12N2O in the gas phase in a non-equilibrium geometry.

The geometry in XYZ format:
```
20
Properties=species:S:1:pos:R:3:forces:R:3:nbo_charge:R:1
C 1.932 1.004 -1.219 -0.462 -0.020 0.034 -0.606
C 1.855 0.471 0.210 -0.839 -0.172 -0.109 -0.415
C 1.079 -0.873 0.291 0.346 0.762 0.521 -0.386
C -0.391 -0.750 0.752 0.321 -0.240 -0.477 -0.145
N -1.065 -2.010 0.499 0.499 0.270 0.438 -0.845
C -1.062 0.496 0.167 0.044 0.297 0.483 0.654
N -1.658 0.339 -1.031 -0.329 -0.646 -0.806 -0.827
O -1.030 1.569 0.742 0.029 -0.024 0.027 -0.623
H 2.535 1.907 -1.292 0.132 -0.056 -0.051 0.213
H 2.311 0.228 -1.875 0.416 -0.019 -0.179 0.193
H 0.942 1.244 -1.624 0.045 0.053 0.250 0.206
H 1.324 1.187 0.840 0.226 0.102 0.041 0.228
H 2.846 0.339 0.626 0.246 -0.042 -0.014 0.202
H 1.557 -1.472 1.065 0.022 -0.369 -0.269 0.219
H 1.158 -1.378 -0.674 -0.136 -0.201 0.004 0.189
H -0.348 -0.605 1.828 -0.199 0.290 0.134 0.215
H -0.871 -2.403 -0.407 -0.371 -0.091 -0.032 0.361
H -2.019 -2.017 0.817 -0.155 -0.235 -0.378 0.374
H -2.178 1.073 -1.477 0.105 0.268 0.243 0.405
H -1.766 -0.581 -1.427 0.058 0.071 0.139 0.389
```
Positions in Å, forces in eV/Å.

## Properties
lowest unoccupied orbital energy = 0.840 eV
HOMO energy = -9.0667 eV
relative energy (zero: lowest compared OMol25 entry of this formula, charge and spin) = 13.06 kcal per mole
HOMO-LUMO gap = 9.91 eV
charge = 0
SMILES = CCC[C@H](N)C(N)=O

---

# 2
The following is a DFT calculation (ωB97M-V/def2-TZVPD) of C14H36B2BaF6N3O14P as an isolated structure in a non-equilibrium geometry.

The geometry in XYZ format:
```
77
Properties=species:S:1:pos:R:3:forces:R:3:lowdin_charge:R:1
Ba 39.288 -10.376 -28.981 -0.204 0.387 0.024 1.851
B 38.475 -8.098 -30.399 -0.478 1.078 -0.910 -0.567
H 38.013 -7.251 -31.123 -0.019 0.064 0.071 -0.018
H 38.226 -9.142 -30.889 -0.340 -1.135 -0.421 -0.111
H 39.648 -7.965 -30.362 1.205 -0.117 0.274 -0.071
H 37.997 -8.006 -29.319 -0.246 -0.178 1.034 -0.078
B 37.561 -10.517 -26.764 -0.701 -0.266 0.536 -0.598
H 38.646 -10.792 -26.405 1.044 -0.157 0.502 -0.072
H 37.603 -9.526 -27.393 0.028 1.124 -0.182 -0.095
H 37.282 -11.350 -27.546 -0.320 -0.827 -0.586 -0.081
H 36.740 -10.501 -25.877 0.015 0.160 0.086 0.012
C 35.088 -12.484 -28.646 -0.305 -0.355 -0.281 0.054
N 35.807 -11.863 -29.784 -0.140 0.275 -0.250 -0.410
O 37.011 -12.084 -29.896 0.185 -0.027 0.085 -0.081
O 35.186 -11.160 -30.541 0.038 0.013 0.130 0.121
H 35.517 -13.467 -28.499 0.110 0.085 0.244 0.091
H 34.040 -12.568 -28.917 0.002 0.124 -0.093 0.106
H 35.204 -11.835 -27.785 0.193 -0.048 0.059 0.088
C 37.571 -13.448 -25.204 0.455 -0.035 0.784 0.020
N 36.757 -14.504 -25.837 -0.171 0.029 -0.413 -0.428
O 37.290 -15.583 -26.005 -0.184 0.120 0.031 0.072
O 35.628 -14.208 -26.189 0.316 -0.249 0.186 0.060
H 38.407 -13.210 -25.854 -0.211 0.064 -0.220 0.098
H 37.995 -13.863 -24.290 -0.138 -0.137 -0.041 0.102
H 36.957 -12.587 -24.984 -0.098 0.070 -0.250 0.072
C 38.532 -10.650 -23.383 0.520 0.155 -0.072 0.041
N 39.373 -9.869 -22.427 -0.049 -0.412 0.329 -0.447
O 40.469 -9.507 -22.804 0.073 0.111 -0.144 0.054
O 38.930 -9.693 -21.312 -0.077 0.122 -0.074 0.074
H 37.519 -10.271 -23.326 -0.066 -0.003 -0.062 0.090
H 38.580 -11.688 -23.066 -0.068 0.009 0.167 0.098
H 38.992 -10.540 -24.359 -0.263 0.065 -0.055 0.063
C 41.643 -5.398 -27.645 0.709 0.287 0.178 -0.062
O 41.112 -6.713 -27.787 -0.190 -0.238 -0.918 -0.184
P 41.330 -7.823 -26.731 -0.488 0.788 1.003 0.313
O 40.696 -9.108 -27.055 -0.038 -0.524 -0.823 -0.395
O 40.757 -7.199 -25.395 0.308 -0.225 0.217 -0.198
C 39.346 -7.205 -25.166 -0.481 0.137 0.348 -0.069
O 42.872 -7.854 -26.484 0.182 -0.183 0.152 -0.183
C 43.333 -8.652 -25.371 0.392 0.109 0.265 -0.058
H 42.585 -5.346 -28.193 -0.127 0.055 -0.093 0.096
H 41.864 -5.166 -26.601 -0.195 -0.035 0.020 0.091
H 40.932 -4.684 -28.042 -0.127 -0.089 -0.087 0.098
H 39.145 -7.674 -24.204 0.168 -0.145 -0.088 0.077
H 38.805 -7.734 -25.950 0.031 -0.025 -0.014 0.076
H 38.988 -6.178 -25.085 0.129 0.021 -0.227 0.099
H 44.322 -9.028 -25.619 -0.069 -0.048 -0.177 0.092
H 42.655 -9.476 -25.160 -0.029 -0.006 -0.036 0.085
H 43.429 -8.014 -24.493 -0.172 -0.001 -0.017 0.097
C 35.096 -6.798 -28.141 -0.008 -0.227 0.275 -0.034
C 35.226 -8.307 -28.115 0.114 0.362 -0.181 -0.203
O 33.956 -8.997 -28.010 -0.165 -0.191 0.054 0.020
C 33.187 -9.005 -29.089 0.043 0.306 0.384 -0.414
O 33.390 -8.451 -30.123 -0.023 -0.078 -0.272 0.182
C 31.875 -9.782 -28.824 -0.081 -0.054 -0.230 -0.539
F 31.622 -10.593 -29.857 0.007 0.033 0.111 0.162
F 31.920 -10.523 -27.714 -0.027 0.051 -0.047 0.161
F 30.854 -8.917 -28.716 0.179 -0.120 0.057 0.165
H 36.106 -6.386 -28.156 -0.013 0.038 -0.142 0.085
H 34.622 -6.457 -27.218 -0.129 0.075 -0.109 0.072
H 34.545 -6.453 -29.009 0.006 0.083 -0.026 0.081
H 35.758 -8.611 -27.223 0.034 -0.177 -0.010 0.062
H 35.758 -8.671 -28.994 -0.068 -0.032 -0.036 0.113
C 35.570 -7.333 -24.460 -0.280 -0.473 0.190 -0.042
C 34.684 -8.572 -24.392 1.353 -0.130 -0.199 -0.204
O 33.478 -8.230 -23.719 -0.523 0.120 0.077 0.045
C 32.740 -9.242 -23.284 0.299 0.222 0.244 -0.394
O 32.982 -10.404 -23.390 -0.055 -0.201 -0.145 0.179
C 31.503 -8.746 -22.501 -0.265 0.071 0.024 -0.520
F 30.384 -9.060 -23.181 0.378 0.143 0.314 0.160
F 31.469 -9.367 -21.310 -0.086 0.288 -0.401 0.161
F 31.517 -7.420 -22.293 -0.090 -0.506 -0.022 0.160
H 36.038 -7.202 -23.484 -0.106 0.369 -0.012 0.083
H 34.975 -6.466 -24.737 0.174 0.133 -0.001 0.082
H 36.372 -7.498 -25.181 -0.094 0.030 -0.112 0.061
H 35.227 -9.325 -23.815 -0.300 -0.192 -0.025 0.114
H 34.499 -9.001 -25.377 -0.383 0.070 0.049 0.114
```
Positions in Å, forces in eV/Å.

## Properties
lowest unoccupied orbital energy = -0.800 eV
HOMO energy = -9.8898 eV
relative energy (zero: lowest compared OMol25 entry of this formula, charge and spin) = 0.00 kcal per mole
HOMO-LUMO gap = 9.09 eV
charge = 0

---

# 3
The following is a DFT calculation (ωB97M-V/def2-TZVPD) of C12H10CuN2O3 as an isolated structure in a non-equilibrium geometry.

The geometry in XYZ format:
```
28
Properties=species:S:1:pos:R:3:forces:R:3:nbo_charge:R:1
C 2.543 -0.049 1.956 -0.270 -0.132 -0.050 -0.714
C 2.445 0.663 0.667 0.128 0.470 -0.605 0.603
C 3.623 1.364 0.121 -0.433 0.355 -0.153 -0.715
N 1.300 0.662 0.015 1.173 -1.432 0.662 -0.256
C 0.824 -0.340 -0.651 -0.951 0.717 -0.263 0.123
C -0.518 -0.691 -0.835 -0.272 0.233 -0.024 -0.015
C -1.649 0.023 -0.299 -0.324 0.050 -0.145 0.095
C -2.634 -0.609 0.456 -0.183 -0.654 -0.219 -0.166
C -3.702 0.120 0.948 0.235 0.334 -0.019 -0.167
C -3.715 1.475 0.676 0.005 -0.285 0.050 -0.155
C -2.663 2.027 -0.069 -0.157 0.476 -0.086 0.068
N -1.653 1.344 -0.566 0.205 -0.113 0.471 -0.380
C -0.524 -1.884 -1.709 0.339 0.500 0.374 0.801
O -1.446 -2.590 -2.024 -0.788 -0.321 -0.737 -0.667
O 0.732 -2.077 -2.173 0.068 -0.699 0.089 -0.447
C 1.643 -1.359 -1.395 0.211 -0.195 -0.142 0.738
O 2.799 -1.571 -1.389 -0.033 0.251 0.104 -0.407
H 1.624 -0.557 2.225 -0.066 -0.017 0.031 0.250
H 3.358 -0.769 1.850 0.123 0.018 0.119 0.295
H 2.813 0.658 2.741 0.128 0.021 0.035 0.301
H 3.399 1.780 -0.855 0.107 0.131 -0.051 0.262
H 3.952 2.147 0.805 0.115 0.003 0.058 0.296
H 4.422 0.625 0.033 0.087 -0.035 0.103 0.300
H -2.565 -1.670 0.653 0.025 -0.076 -0.015 0.233
H -4.475 -0.346 1.538 -0.060 -0.051 0.025 0.254
H -4.517 2.105 1.029 -0.012 0.107 0.018 0.255
H -2.668 3.092 -0.258 0.047 0.075 -0.137 0.226
Cu -2.748 -3.574 -3.492 0.555 0.270 0.510 0.990
```
Positions in Å, forces in eV/Å.

## Properties
lowest unoccupied orbital energy (alpha / beta) = -8.271 / -10.022 eV
2S+1 = 2
HOMO energy (alpha / beta) = -15.8896 / -16.1672 eV
HOMO-LUMO gap (alpha / beta) = 7.62 / 6.15 eV
charge = +2

---

> Which value of charge does entry 2 give?

0

---

> The highest charge belongs to which entry?

C12H10CuN2O3

---

> Which of these has the highest charge?

C12H10CuN2O3